Entry 1:
C25H32MgN3O4S | ωB97M-V/def2-TZVPD

E_HOMO (Eh): -0.142
Energy relative to the best compared isomer or geometry (same formula, charge and spin) (kcal/mol): 11.7
Electronic energy (eV): -55390.6091
Frontier orbital gap (eV): 6.0
M (g/mol): 494.92
LUMO level (eV): 2.2

Structure (ORCA input):
```
! wB97M-V def2-TZVPD RIJCOSX def2/J DEFGRID3
* xyz -1 1
Mg -0.68781 1.37769 0.32534
C 0.80320 -3.85062 3.74127
C -0.31654 -4.13193 2.75964
C 0.03547 -4.62657 1.50649
C -0.87706 -4.73798 0.47383
C -0.46100 -5.26524 -0.90475
C -2.17802 -4.32429 0.72583
C -2.64855 -3.95302 2.01834
C -4.14970 -3.89299 2.13796
C -1.67016 -3.85630 3.01800
H 1.62651 -4.60812 3.64310
H 0.36566 -4.08223 4.73235
H 1.24515 -2.84247 3.68822
H 1.08764 -4.93263 1.32926
H -0.22765 -6.33942 -0.77378
H 0.47422 -4.82840 -1.35499
H -1.26325 -5.07230 -1.58237
H -2.91753 -4.31211 -0.11643
H -4.58317 -3.05501 1.56132
H -4.45097 -3.85299 3.20624
H -4.60476 -4.77560 1.77154
H -2.11081 -3.60156 4.00837
O 1.71675 -0.81030 2.86036
C 1.43540 0.25646 2.32274
O 0.57784 0.27797 1.37584
C 1.98014 1.63683 2.81890
C 3.23460 1.68339 3.39810
C 3.84349 2.82288 3.80567
C 3.29118 4.08878 3.49085
C 2.04875 4.09548 2.85828
C 1.34703 2.90470 2.50873
S -0.17716 3.40183 1.92788
H 3.75158 0.69461 3.46064
H 4.73490 2.70988 4.44083
H 3.83274 5.00799 3.75447
H 1.52115 5.04471 2.67959
C -3.94489 -0.77105 -0.82819
C -2.70483 -0.24834 -0.02800
O -1.65090 -0.94263 0.03707
O -2.68754 0.97357 0.40975
H -4.08196 -0.30110 -1.79573
H -4.81750 -0.68337 -0.15923
H -3.66657 -1.85392 -1.01576
C 1.13626 5.00570 -3.75427
C -0.08963 5.00743 -2.84128
N -0.14364 3.77285 -2.09771
C 0.36480 2.58645 -2.41264
N 0.04179 1.53916 -1.65987
C 0.18540 0.20170 -2.23624
C 1.43952 0.04766 -3.07439
C 1.51299 1.15222 -4.10554
N 1.17723 2.48182 -3.50496
C 1.31475 3.64720 -4.39187
H 1.99492 5.33951 -3.20599
H 0.93988 5.75316 -4.51300
H -1.04084 5.09128 -3.42682
H -0.08076 5.87787 -2.09766
H -0.34951 3.89284 -1.09507
H -0.71102 0.07628 -2.87575
H 0.14362 -0.49376 -1.39237
H 1.51912 -0.90790 -3.62072
H 2.29164 0.22651 -2.42968
H 0.78521 1.00209 -4.91846
H 2.53044 1.18753 -4.55662
H 0.60535 3.52529 -5.25323
H 2.35743 3.56285 -4.77343
*
```

Atom charges from the Mulliken analysis, given in e for atoms 1 to 2: 0.697, -1.296

---

Entry 2:
C5H12N2 | ωB97M-V/def2-TZVPD

SMILES: C=CC[C@H](N)CN
E_HOMO (Eh): -0.339
Energy relative to the best compared isomer or geometry (same formula, charge and spin) (kcal/mol): 30.5
Electronic energy (eV): -8358.8157
Frontier orbital gap (eV): 10.3
M (g/mol): 100.16
LUMO level (eV): 1.0

Structure (ORCA input):
```
! wB97M-V def2-TZVPD RIJCOSX def2/J DEFGRID3
* xyz 0 1
N -0.62523 -1.25749 1.12924
C -0.23384 -0.81721 -0.19834
C -0.03541 0.69506 -0.40647
C -1.31421 1.44330 -0.16162
C -1.40402 2.73377 0.14104
C 0.98783 -1.60898 -0.63998
N 2.17103 -1.43789 0.26221
H -1.31979 -0.66164 1.56470
H 0.14872 -1.40373 1.76236
H -1.06446 -1.13019 -0.84593
H 0.32006 0.86411 -1.42125
H 0.73731 0.99946 0.30582
H -2.20472 0.89214 -0.45817
H -0.53997 3.37674 0.23225
H -2.40879 3.12465 0.27453
H 1.26598 -1.41798 -1.67182
H 0.72987 -2.66306 -0.58666
H 1.92766 -0.79455 1.00631
H 2.86199 -0.93648 -0.28820
*
```

Atom charges from the Mulliken analysis, given in e for atoms 1 to 2: -0.526, -0.097